ORCA calculation (wB97M-V/def2-TZVPD) on a cluster of 8 separate species, C42H90N8 in total.

Last column: Löwdin charge in e.
Cartesian coordinates (Å):
C1 8.093 -19.039 14.019  -0.118
C2 8.132 -19.821 15.175  -0.125
C3 8.088 -21.177 14.819  -0.158
N1 8.052 -21.198 13.490  0.010
C4 8.152 -19.919 12.928  -0.097
H1 8.289 -18.016 13.733  0.087
H2 8.165 -19.441 16.185  0.073
H3 8.009 -21.965 15.553  0.083
H4 7.959 -22.042 12.941  0.131
H5 8.146 -19.807 11.853  0.100
C5 8.175 -24.354 15.128  -0.115
C6 9.092 -24.594 16.161  -0.131
C7 10.264 -24.989 15.580  -0.138
N2 10.171 -24.955 14.186  0.010
C8 8.891 -24.570 13.874  -0.120
H6 7.124 -24.134 15.245  0.082
H7 8.994 -24.525 17.234  0.097
H8 11.252 -25.099 16.001  0.105
H9 11.013 -25.059 13.638  0.146
H10 8.543 -24.663 12.856  0.096
C9 1.098 -19.063 23.251  -0.096
C10 0.931 -20.311 22.561  -0.099
C11 -0.034 -20.114 21.624  -0.202
N3 -0.504 -18.850 21.658  0.034
C12 0.240 -18.210 22.619  -0.161
H11 1.800 -18.708 23.991  0.091
H12 1.532 -21.163 22.845  0.090
H13 -0.552 -20.713 20.889  0.108
H14 -1.020 -18.439 20.893  0.093
H15 0.108 -17.150 22.778  0.100
C13 4.415 -11.988 18.690  -0.116
C14 3.283 -12.633 18.011  -0.264
N4 2.555 -13.581 18.933  -0.160
C15 1.502 -14.207 18.139  -0.271
C16 0.783 -15.383 18.838  -0.085
C17 3.467 -14.544 19.560  -0.266
C18 4.198 -15.449 18.582  -0.080
H16 5.264 -12.652 18.851  0.061
H17 4.268 -11.526 19.666  0.086
H18 4.863 -11.279 17.994  0.078
H19 2.548 -11.929 17.622  0.116
H20 3.654 -13.145 17.124  0.106
H21 0.754 -13.421 18.026  0.109
H22 1.756 -14.457 17.109  0.106
H23 0.320 -15.096 19.782  0.076
H24 -0.122 -15.633 18.285  0.050
H25 1.436 -16.229 19.051  0.056
H26 3.012 -15.251 20.253  0.103
H27 4.028 -13.942 20.275  0.107
H28 4.860 -14.891 17.920  0.054
H29 3.465 -16.001 17.994  0.058
H30 4.761 -16.132 19.219  0.080
C19 -1.925 -17.716 18.541  -0.078
C20 -3.112 -18.469 19.232  -0.247
N5 -3.314 -18.063 20.609  -0.211
C21 -3.842 -16.679 20.681  -0.282
C22 -3.177 -16.073 21.801  -0.109
C23 -4.296 -18.921 21.352  -0.207
C24 -3.814 -19.042 22.798  -0.075
H31 -1.686 -18.163 17.576  0.075
H32 -1.018 -17.670 19.145  0.041
H33 -2.253 -16.718 18.251  0.058
H34 -4.084 -18.209 18.812  0.113
H35 -2.902 -19.526 19.067  0.109
H36 -3.673 -16.125 19.757  0.107
H37 -4.921 -16.606 20.817  0.112
H38 -2.875 -15.079 21.471  0.077
H39 -3.934 -15.815 22.541  0.079
H40 -2.325 -16.591 22.242  0.072
H41 -4.351 -19.841 20.771  0.106
H42 -5.283 -18.462 21.292  0.102
H43 -3.899 -18.079 23.301  0.063
H44 -2.795 -19.411 22.921  0.059
H45 -4.236 -19.818 23.437  0.067
C25 10.156 -21.418 18.287  -0.078
C26 9.595 -21.503 19.685  -0.261
N6 9.548 -20.136 20.245  -0.186
C27 8.568 -19.231 19.578  -0.239
C28 7.110 -19.595 19.705  -0.084
C29 9.289 -20.211 21.674  -0.266
C30 10.548 -20.765 22.432  -0.081
H46 10.910 -20.631 18.303  0.087
H47 9.328 -21.239 17.601  0.051
H48 10.670 -22.369 18.150  0.066
H49 8.579 -21.897 19.731  0.109
H50 10.205 -22.213 20.244  0.103
H51 8.829 -19.135 18.524  0.089
H52 8.577 -18.324 20.182  0.106
H53 6.780 -20.377 19.020  0.055
H54 6.456 -18.747 19.502  0.064
H55 6.942 -19.720 20.774  0.072
H56 8.999 -19.226 22.038  0.110
H57 8.440 -20.847 21.923  0.101
H58 11.454 -20.265 22.089  0.069
H59 10.455 -20.573 23.501  0.062
H60 10.779 -21.822 22.299  0.054
C31 4.718 -21.421 15.682  -0.083
C32 4.724 -20.912 17.113  -0.227
N7 3.586 -19.984 17.419  -0.178
C33 2.333 -20.557 17.756  -0.295
C34 1.506 -19.806 18.798  -0.082
C35 3.471 -18.857 16.453  -0.227
C36 4.743 -18.033 16.480  -0.092
H61 5.461 -22.202 15.517  0.052
H62 5.151 -20.572 15.152  0.052
H63 3.733 -21.607 15.254  0.078
H64 4.835 -21.745 17.807  0.112
H65 5.635 -20.325 17.229  0.068
H66 1.808 -20.924 16.874  0.112
H67 2.406 -21.499 18.300  0.110
H68 0.699 -20.378 19.257  0.044
H69 2.084 -19.394 19.625  0.084
H70 1.088 -18.957 18.257  0.045
H71 2.532 -18.347 16.667  0.103
H72 3.244 -19.310 15.487  0.102
H73 4.511 -17.034 16.110  0.073
H74 5.428 -18.463 15.749  0.054
H75 5.194 -18.066 17.471  0.066
C37 11.225 -15.367 15.546  -0.069
C38 11.035 -14.877 17.006  -0.222
N8 9.616 -14.594 17.460  -0.201
C39 9.491 -13.906 18.776  -0.214
C40 10.085 -12.428 18.845  -0.089
C41 8.815 -15.804 17.458  -0.251
C42 7.629 -15.622 16.425  -0.061
H76 10.330 -15.403 14.924  0.061
H77 11.577 -16.390 15.682  0.063
H78 12.015 -14.715 15.175  0.067
H79 11.520 -15.587 17.676  0.106
H80 11.412 -13.864 17.147  0.088
H81 8.436 -13.771 19.011  0.102
H82 10.037 -14.502 19.507  0.105
H83 10.147 -12.027 19.856  0.061
H84 11.142 -12.269 18.632  0.048
H85 9.572 -11.781 18.133  0.067
H86 8.275 -15.887 18.402  0.093
H87 9.375 -16.719 17.268  0.106
H88 7.950 -15.483 15.393  0.055
H89 6.949 -14.830 16.737  0.056
H90 7.147 -16.600 16.426  0.038

Force components x, y, z for each atom (eV/Å):
C 1.3 -0.5 -2.9
C -0.2 -0.5 0.8
C -0.2 2.6 1.9
N 0.3 -0.3 -2.2
C -1.1 -1.2 1.9
H -0.3 0.4 1.0
H 0.0 -0.1 0.0
H 0.1 -0.3 -0.8
H 0.2 0.1 0.2
H 0.0 0.2 0.2
C 1.2 -0.7 -2.8
C 0.6 -0.4 -0.1
C 1.2 0.5 -1.0
N -0.7 0.2 2.3
C -1.2 0.0 2.0
H 0.1 0.0 -0.2
H -0.3 0.1 -0.1
H -0.2 -0.2 0.2
H -0.6 0.0 -0.4
H -0.1 0.3 0.1
C -0.5 0.3 -1.2
C 0.8 0.1 1.2
C -1.0 -1.2 -1.0
N 1.6 0.4 0.8
C -0.6 1.7 0.1
H 0.0 -0.5 0.1
H -0.4 -0.3 -0.5
H 0.5 -0.7 0.2
H -0.4 0.1 0.6
H 0.0 0.0 0.1
C 2.0 0.8 0.1
C -1.4 -1.3 1.0
N 0.2 -0.1 -1.0
C -1.3 0.1 1.1
C -0.2 0.7 0.0
C -0.3 0.3 0.1
C 0.4 0.6 0.7
H -0.1 -0.5 0.0
H -0.6 0.2 -0.2
H -0.2 0.5 0.1
H -0.1 0.2 0.3
H 0.1 -0.3 -0.2
H -0.2 0.1 -0.1
H 0.6 -0.4 -0.2
H 0.5 0.4 0.4
H 0.4 -0.5 -0.5
H -0.2 -0.2 -0.3
H -1.0 0.3 -0.1
H 0.9 -0.2 -0.4
H 0.1 -0.2 -0.1
H 0.2 -0.1 0.0
H 0.3 -0.3 -0.5
C -1.4 0.0 -0.2
C 0.2 0.7 -0.7
N -1.0 -0.2 0.2
C 0.2 -1.6 -1.8
C 0.4 3.4 2.1
C 1.4 -0.2 -0.4
C 0.2 -0.8 0.6
H 0.1 -0.4 0.1
H -0.1 0.0 0.0
H 0.3 0.3 0.4
H 0.1 -0.3 -1.4
H -0.3 -0.2 0.7
H 0.4 -0.2 -0.1
H -0.3 -0.5 -0.1
H 0.6 0.2 0.3
H 0.3 -0.3 0.7
H -0.3 0.0 -0.2
H 0.0 -0.4 0.5
H -0.2 -0.1 0.1
H 0.0 -0.2 0.1
H 0.5 0.6 -0.8
H -1.2 0.2 -0.2
C -0.1 -0.6 0.5
C -0.4 1.1 0.0
N -0.3 -0.3 0.4
C 0.2 -0.6 0.6
C -0.5 0.1 0.1
C 1.2 -0.6 0.5
C -0.3 0.7 -0.2
H -0.1 0.1 -0.4
H 0.5 0.0 -0.5
H -0.2 0.0 -0.9
H -0.3 -0.4 -0.3
H 0.1 0.6 0.5
H 0.3 0.5 0.2
H 0.9 0.5 -0.6
H -0.1 -0.4 0.6
H 0.2 0.3 -0.4
H -0.4 -0.9 -0.1
H 0.4 0.2 0.1
H -0.3 -0.3 0.0
H -0.1 0.3 -0.1
H -0.1 -0.1 0.0
H -0.6 -0.1 -0.1
C 0.7 1.0 -0.4
C -0.8 0.5 0.0
N 1.5 0.3 0.5
C -0.4 -2.1 1.3
C -0.4 1.4 -1.1
C -0.3 -1.7 0.9
C -0.6 -0.1 -1.0
H -0.4 -0.4 0.1
H -0.2 -0.1 -0.7
H 0.1 -0.4 0.2
H -0.7 0.2 0.4
H 0.1 0.0 0.1
H -0.9 0.6 -0.4
H 1.2 -0.5 -0.2
H 0.1 -0.2 -0.5
H 0.4 -0.2 -0.1
H -0.5 0.4 0.4
H 0.3 0.5 0.5
H 0.3 0.2 -0.7
H 0.3 0.2 0.4
H 0.3 0.0 0.1
H -0.1 0.4 -0.1
C 0.1 -0.1 1.5
C -2.1 1.6 0.7
N 0.9 -0.2 -0.1
C 1.9 1.4 -0.8
C 0.3 -0.8 -0.4
C -2.1 1.2 -1.2
C 1.1 -1.4 0.5
H 0.1 0.4 0.1
H 0.2 0.0 -0.7
H -0.1 -0.4 -0.7
H 0.2 0.0 0.3
H 0.9 -0.3 -0.2
H 0.0 -0.5 0.1
H -0.3 -0.2 0.6
H -1.1 -0.1 0.2
H 0.3 -0.8 -0.7
H -0.3 0.1 0.3
H 0.3 -0.4 0.3
H 0.1 0.0 0.0
H 0.2 0.4 0.1
H 0.1 -0.1 0.0
H -0.7 0.1 0.0

**HOMO-LUMO gap**: 8.555 eV
**Calculated total energy**: -56927.7089 eV
**Structure (SMILES)**: c1cc[nH]c1.c1cc[nH]c1.c1cc[nH]c1.CCN(CC)CC.CCN(CC)CC.CCN(CC)CC.CCN(CC)CC.CCN(CC)CC
**Energy relative to the best compared isomer or geometry (same formula, charge and spin)**: 175.9 kJ/mol